24
Properties=species:S:1:pos:R:3:lowdin_charge:R:1 method="wB97M-V/def2-TZVPD" energy_ha=-496.26064 fmax_ha_per_bohr=0.0355 total_charge=0 gap_ev=9.48
N 1.038 -0.774 -0.727 0.0023
C 0.819 -1.840 0.227 -0.2826
C 1.241 -1.581 1.660 -0.3089
N 0.512 -0.544 2.390 0.0042
H 0.200 -0.531 -1.238 0.0535
H 1.837 -0.866 -1.334 0.0861
H 1.259 -2.816 -0.064 0.1091
H -0.280 -2.088 0.313 0.1235
H 1.189 -2.514 2.231 0.1017
H 2.306 -1.323 1.825 0.1115
H 0.664 0.392 2.042 0.0309
H -0.476 -0.761 2.410 0.0627
O -1.761 -1.043 -2.432 -0.0898
H -2.311 -0.333 -2.029 -0.0033
H -2.189 -1.862 -2.171 0.0316
O -2.558 1.234 -1.203 -0.0771
H -2.362 1.876 -1.891 0.0571
H -1.919 1.194 -0.458 0.0187
O -0.730 2.026 0.613 -0.0766
H 0.176 1.892 0.249 0.0061
H -0.663 2.986 0.663 0.0627
O 1.959 1.723 0.157 -0.0917
H 2.367 1.833 -0.710 0.0535
H 1.867 0.732 0.202 0.0147